Formula: C42H48BCsF5N12O4
Source: the Open Molecules 2025 dataset
Level of theory: wB97M-V/def2-TZVPD

Its spin multiplicity is 2. The energy above the lowest of the compared OMol25 structures with the same formula, charge and spin is 103.1 kcal/mol. As for the expectation value of S²: 1.80. Its total charge is 0. The orbital gap (spin up / spin down) is 5.13 / 3.33 eV.

XYZ file:
```
113
Properties=species:S:1:pos:R:3:mulliken_charge:R:1
H -1.747 -16.377 17.469 0.3398
C -15.405 -17.356 16.641 -1.5997
H -16.075 -18.184 16.988 0.3023
N -6.401 -15.251 14.536 0.6678
N -7.639 -16.004 16.776 1.4846
C -12.517 -18.400 14.289 0.7229
C -6.973 -15.197 12.544 0.6731
H -12.273 -17.597 10.712 0.4591
H -8.650 -25.421 16.148 0.3075
H -14.226 -19.500 17.680 0.0763
H -11.336 -24.589 8.828 0.3996
C -11.179 -15.817 16.752 -0.8023
C -8.806 -22.770 17.068 -0.7828
H -8.765 -15.513 11.529 0.2994
B -6.291 -16.043 15.914 0.0237
H -15.947 -16.852 15.857 0.4165
H -10.307 -25.916 12.339 0.3439
H -14.290 -17.048 14.091 0.1391
H -11.689 -15.221 17.521 0.3760
C -5.499 -14.369 14.001 -0.1223
C -4.114 -13.948 18.029 -1.1953
C -8.193 -21.175 10.952 -1.5917
N -3.935 -15.934 16.900 -1.1126
C -9.870 -20.139 9.725 -0.5733
C -5.309 -14.280 17.493 -0.3690
C -12.448 -19.709 16.391 1.1814
O -10.508 -19.304 15.135 -0.3053
C -9.540 -17.953 18.947 1.0414
H -12.953 -17.471 12.414 0.1560
H -6.218 -13.748 17.589 0.5525
C -9.130 -24.863 14.299 -0.5709
C -12.339 -18.250 12.892 0.1402
C -11.089 -25.062 9.738 -1.6533
C -9.286 -24.121 13.088 1.3064
H -7.211 -21.055 11.381 1.1125
C -9.877 -21.921 16.411 -0.5050
C -8.812 -22.509 11.308 0.2386
H -10.910 -22.113 18.228 0.3171
N -8.867 -15.729 16.267 -1.4044
H -9.693 -22.712 9.455 0.4812
H -8.211 -22.085 17.705 0.2161
F -8.450 -18.700 19.084 -0.3323
H -10.504 -20.915 10.166 0.3754
C -13.684 -17.742 14.729 -1.3271
C -7.686 -15.494 11.271 -1.4161
C -6.001 -20.801 16.591 -0.5785
N -10.853 -21.463 17.463 0.0881
C -9.574 -23.202 10.456 -0.0608
H -12.096 -25.116 10.159 0.3577
H -7.484 -16.427 10.827 0.2711
C -5.852 -14.326 12.683 -1.3271
H -3.809 -13.094 18.583 0.4438
C -9.769 -16.044 17.128 0.0159
F -11.299 -17.093 20.111 -0.2241
H -4.647 -13.978 14.524 0.4027
H -7.798 -22.718 15.266 -0.5260
H -9.929 -20.151 8.603 0.1745
O -16.855 -11.041 19.588 -0.0019
Cs -8.430 -18.814 13.038 1.1262
C -10.438 -18.640 10.021 -0.0964
H -12.422 -19.347 10.260 0.1637
H -6.995 -17.002 18.580 0.4611
F -10.642 -18.970 20.861 -0.2395
H -6.912 -20.690 17.272 -0.2971
C -5.872 -19.558 15.806 0.5165
H -6.198 -21.723 16.053 0.2690
C -14.142 -17.978 16.034 0.9139
C -9.951 -24.897 12.117 -1.0794
H -6.956 -23.646 16.415 0.3032
C -5.325 -17.876 14.504 -0.4063
H -10.363 -22.496 15.706 0.2513
H -9.213 -23.590 17.656 0.5532
H -11.726 -16.859 16.749 -0.1096
F -10.367 -18.660 18.097 0.0814
O -17.336 -11.231 18.551 0.0018
H -12.575 -21.003 18.133 0.2661
C -1.838 -15.403 17.991 -1.1659
C -9.200 -16.593 18.329 0.6251
H -5.055 -17.200 13.711 0.4520
C -10.208 -17.841 20.303 0.4661
H -9.531 -25.913 14.326 0.2702
N -7.277 -15.763 13.689 -0.5816
N -6.021 -17.437 15.535 1.8258
H -5.155 -20.867 17.267 0.3499
C -8.672 -22.818 12.751 0.0650
C -10.166 -24.340 10.824 0.5802
H -5.446 -13.685 11.902 0.4205
C -5.156 -19.244 14.629 -1.3163
C -11.802 -18.585 10.798 -0.8601
N -5.268 -15.405 16.785 0.7116
H -1.131 -14.697 17.494 0.2625
H -10.629 -18.108 9.072 0.5057
C -11.722 -19.207 15.263 0.0921
H -10.783 -26.074 9.472 0.3466
H -7.627 -14.746 10.526 0.4477
C -7.968 -23.441 16.016 0.0398
C -11.971 -20.695 17.279 -1.6102
H -9.461 -21.044 15.973 0.4211
H -11.235 -15.277 15.788 0.3184
C -13.591 -18.980 16.862 -1.1946
H -15.192 -16.751 17.521 0.2768
H -1.658 -15.503 19.020 0.3174
O -8.100 -22.018 13.577 -0.7794
H -9.233 -15.839 19.154 0.4251
N -6.389 -18.459 16.372 -0.8089
H -4.671 -19.858 13.885 0.3696
H -9.695 -17.936 10.443 -0.3949
N -8.671 -24.589 15.569 0.0881
N -11.617 -19.008 12.139 0.0553
C -7.774 -16.490 17.939 -1.1379
F -9.423 -17.228 21.208 -0.2660
C -3.300 -15.075 17.678 0.5599
N -8.528 -20.275 10.148 -0.3781
```

=====

Formula: C12H20O7PdS3Se2
Source: the Open Molecules 2025 dataset
Level of theory: wB97M-V/def2-TZVPD

Its spin multiplicity is 3. The energy above the lowest of the compared OMol25 structures with the same formula, charge and spin is 11.1 kcal/mol. As for the expectation value of S²: 2.01. Its total charge is 0. The orbital gap (spin up / spin down) is 8.50 / 6.72 eV.

XYZ file:
```
45
Properties=species:S:1:pos:R:3:mulliken_charge:R:1
Se 2.924 0.756 0.138 0.0739
H 2.795 3.057 1.037 0.3193
O -0.784 1.028 -1.919 -0.5558
C 0.487 -1.292 2.807 -0.4772
C 2.162 -2.493 -1.283 -1.1671
H -2.343 -0.751 -0.542 -0.1200
H 2.164 -0.269 -3.526 0.5406
H 3.895 -0.453 -1.807 0.3628
Pd 0.347 0.729 0.213 1.1568
H 2.729 -2.238 -0.390 0.2905
H -2.195 1.493 -4.376 0.3563
O 0.352 1.819 4.189 -0.6873
H 1.662 -3.447 -1.138 0.3697
C -2.505 0.635 -3.782 -1.0999
C -0.190 -2.492 2.954 -0.8172
C -2.286 -1.364 2.570 -0.4752
C 2.970 2.699 0.027 -0.9731
C -1.571 -2.522 2.861 -0.4085
H -3.968 -0.296 -1.044 0.4350
O 2.102 1.005 2.727 -0.7656
C -1.626 -0.161 2.399 0.4497
C -2.956 -0.488 -1.396 -0.5914
H -1.858 -0.219 -3.979 0.2913
C 1.946 0.129 -2.536 -0.8287
S -2.579 1.235 1.796 1.2130
O 0.361 2.372 1.756 -0.5485
O -1.861 1.434 0.497 -0.6133
H -2.930 -1.270 -2.154 0.4319
H -2.100 -3.457 2.999 0.4066
H 1.558 -1.230 2.935 0.6354
H -3.551 0.399 -3.983 0.4031
H -3.363 -1.369 2.475 0.5558
Se 0.780 -1.170 -1.645 0.1831
H 2.177 3.052 -0.625 0.3479
H 1.324 1.015 -2.636 0.3602
C -0.216 -0.116 2.540 -0.6851
S 0.710 1.434 2.861 1.4449
O -3.908 0.718 1.561 -0.7254
S -2.316 1.061 -2.058 0.5523
H 0.361 -3.397 3.176 0.4358
C 3.224 0.403 -1.762 -0.7595
H 3.750 1.260 -2.184 0.5245
O -2.441 2.310 2.727 -0.6382
H 2.821 -2.557 -2.146 0.3868
H 3.949 3.005 -0.332 0.4100
```

=====

Formula: C30H35Br2N5O3STc
Source: the Open Molecules 2025 dataset
Level of theory: wB97M-V/def2-TZVPD

Its spin multiplicity is 2. The energy above the lowest of the compared OMol25 structures with the same formula, charge and spin is 7.9 kcal/mol. As for the expectation value of S²: 0.77. Its total charge is 0. The orbital gap (spin up / spin down) is 6.77 / 6.46 eV.

XYZ file:
```
77
Properties=species:S:1:pos:R:3:mulliken_charge:R:1
C 4.713 1.977 -0.930 -0.7301
H 4.726 2.978 -2.848 0.3614
H 1.897 6.976 -0.621 0.4019
H -0.956 -7.369 -0.373 0.3489
H 4.389 2.874 -0.414 0.4918
C -4.032 0.434 -0.673 -0.2852
H -0.114 7.589 0.687 0.3888
C -6.223 -1.226 -0.465 -0.4759
H 2.445 4.585 -1.006 0.3918
C -0.651 1.490 3.379 -0.9127
C 0.722 -4.726 -1.811 -0.6703
H 5.375 -0.474 -1.267 0.3658
H -6.375 2.856 -1.088 0.3287
H -1.670 -1.811 1.714 0.3246
H -0.407 2.533 3.543 0.2824
C -0.692 -6.321 -0.518 -0.4830
H 6.604 -1.336 0.689 0.3926
C 0.123 6.546 0.511 -0.4624
Br -8.193 0.769 -0.757 -0.2437
C -0.394 -5.657 0.845 -0.5576
H 1.674 -4.569 -2.318 0.3402
H 0.660 -3.879 1.519 0.3333
O -0.852 1.361 1.959 0.2729
N 0.209 -1.500 -0.606 -0.2941
C 0.416 -2.634 -0.605 0.0771
O -2.577 -1.422 -0.511 -0.6577
C 0.499 -6.194 -1.469 -0.7666
C -1.016 0.173 1.393 1.3335
H 1.396 -6.622 -1.010 0.3214
H -4.313 4.167 -1.346 0.4150
C 2.913 0.898 0.365 0.3890
H 3.246 2.057 -2.510 0.1673
H -1.006 3.420 1.206 0.9108
C 4.911 -0.407 -0.281 -0.7606
N -2.899 1.203 -0.756 -0.0597
Tc -1.135 0.058 -0.505 0.5484
H 6.613 0.431 0.779 0.3079
H -0.323 -1.303 2.767 0.3134
H 4.229 -1.243 -0.168 0.3019
H 1.707 -5.100 0.827 0.3577
H 5.797 1.895 -0.820 0.3715
H -1.968 -0.732 3.098 0.5388
C 4.334 2.058 -2.403 -1.0834
C -0.387 4.210 0.794 -0.0408
H -2.082 3.016 -1.106 0.6438
C -3.012 2.471 -1.011 -0.2767
H -1.556 -5.835 -0.982 0.2193
H 5.487 -0.497 1.787 0.2457
C 1.081 2.402 -0.142 -0.2640
C -4.274 3.105 -1.145 -1.0856
H -0.089 -6.407 1.579 0.3572
C 1.253 6.201 -0.224 -0.6645
H 4.738 1.214 -2.967 0.3927
C -5.322 0.985 -0.777 0.9464
H -7.077 -1.881 -0.364 0.4087
C 5.970 -0.453 0.810 -1.0409
H 0.323 -6.735 -2.398 0.3737
C -0.693 5.546 1.025 -1.1324
C 1.564 4.864 -0.439 -0.3222
C -6.420 0.103 -0.654 -0.1065
N 0.667 -3.930 -0.564 0.1992
C -1.265 -0.987 2.301 -1.7980
H -1.296 -5.176 1.225 0.2568
N 4.123 0.823 -0.254 0.1878
H 0.181 0.870 3.700 0.2987
N 2.293 2.081 0.153 -0.2348
S 2.372 -0.358 1.384 -0.3797
H -0.074 -4.382 -2.470 0.4205
H -1.567 5.808 1.612 0.4337
C 0.729 -4.628 0.736 -0.7028
C -5.405 2.382 -1.010 -0.6173
C -4.920 -1.773 -0.409 -0.2179
C 0.742 3.862 0.061 0.3272
C -3.795 -0.988 -0.519 0.7503
O 0.174 1.685 -0.663 -0.6685
Br -4.705 -3.636 -0.196 -0.1845
H -1.560 1.235 3.921 0.3396
```

=====

Formula: C4H9NO2
Source: the Open Molecules 2025 dataset
Level of theory: wB97M-V/def2-TZVPD

Its SMILES is C/N=C/OCC=O.[H][H]. The energy above the lowest of the compared OMol25 structures with the same formula, charge and spin is 73.4 kcal/mol. Its total charge is 0. The orbital gap is 10.99 eV.

XYZ file:
```
16
Properties=species:S:1:pos:R:3:mulliken_charge:R:1
H 2.268 -2.108 -2.064 0.1828
H -2.620 1.541 -1.778 0.2410
N -1.030 1.058 -0.500 -0.3441
C -2.047 1.996 -0.964 -0.7101
O -0.215 -0.119 1.319 -0.2928
H 1.561 0.107 0.251 0.2863
H 0.388 -1.026 -0.448 0.3533
O 2.588 -2.203 0.812 -0.4522
H 2.507 -2.217 -1.368 -0.1936
C 0.825 -0.642 0.483 -0.3458
H 1.377 -1.724 2.360 0.3489
H -2.755 2.314 -0.180 0.2989
H -1.556 2.887 -1.365 0.2384
H -1.826 1.071 1.443 0.3182
C -1.082 0.726 0.718 0.0919
C 1.618 -1.661 1.281 -0.0210
```

=====

Formula: C37H33MnN4P2S5Se
Source: the Open Molecules 2025 dataset
Level of theory: wB97M-V/def2-TZVPD

Its spin multiplicity is 6. The energy above the lowest of the compared OMol25 structures with the same formula, charge and spin is 6.5 kcal/mol. As for the expectation value of S²: 8.76. Its total charge is +1. The orbital gap (spin up / spin down) is 7.71 / 7.02 eV.

XYZ file:
```
83
Properties=species:S:1:pos:R:3:mulliken_charge:R:1
H 1.481 -1.591 -7.253 0.4551
C 4.548 -0.846 -5.946 -0.6275
C -5.003 0.649 -0.918 -0.6401
H 4.946 0.109 -4.051 0.4694
N -2.017 -0.180 1.537 -0.0818
H -0.734 -0.194 -6.322 0.3448
C 0.903 -2.504 0.647 0.0413
C -5.873 -0.058 -1.736 -0.6519
C -4.488 4.350 1.792 -0.6936
H 2.858 1.026 5.139 0.4229
N 0.082 4.381 1.133 -0.1470
H -4.333 0.630 2.828 0.3865
P -2.575 1.019 0.448 0.4487
S 2.869 0.961 -0.236 -0.3409
H -1.436 -0.447 -4.712 0.2549
C 0.245 3.359 0.634 0.1295
C 5.181 -2.654 -0.169 -0.0222
H -2.578 -1.004 1.719 0.4148
H -3.111 3.815 0.231 0.4125
C 4.691 -0.499 1.265 0.1245
C 2.227 -1.225 -6.561 -0.6359
H 5.594 -0.941 -6.204 0.4029
H -5.277 1.638 -0.572 0.3870
H 1.861 -4.230 -0.192 0.4486
H 2.191 0.154 2.941 -0.3282
S 4.008 -1.664 -0.993 0.0626
H -4.541 5.390 1.495 0.4408
H -2.508 -1.642 -0.708 0.3644
H 5.382 2.296 0.936 0.2418
C -5.542 -1.333 -2.170 -0.5010
C -3.457 -1.196 -0.982 -0.1535
H 3.898 -1.773 -7.768 0.4002
C 4.200 -0.259 -4.742 -0.5204
C 0.000 -4.214 2.646 -0.7473
C 0.081 0.353 3.324 0.5936
C 1.884 -0.639 -5.352 0.5086
H 1.132 1.737 6.769 0.4006
H -6.226 -1.885 -2.802 0.4049
C -0.631 -0.730 -5.380 -0.9396
C 0.782 -4.702 1.605 -0.5456
Se -0.552 0.768 -2.442 -0.4671
H -4.074 -2.899 -2.124 0.4460
H -0.674 -1.803 -5.565 0.3463
C 0.117 -2.011 1.687 0.3920
C -3.686 3.463 1.082 -0.1176
H 1.045 -5.752 1.577 0.4141
N 2.144 0.348 -3.382 0.3755
H -0.062 5.267 1.579 0.2960
C 0.837 1.354 5.800 -0.5541
H -5.838 4.587 3.440 0.3999
C -4.368 1.674 2.538 -0.1233
C -3.626 2.119 1.447 0.1024
S 5.677 -1.949 1.333 -0.1566
C -4.334 -1.903 -1.790 -0.7504
H -0.905 -2.480 3.526 0.4266
H -0.343 -4.882 3.426 0.4295
C -5.218 3.898 2.881 -0.4830
H -6.816 0.387 -2.026 0.4045
H -1.263 1.587 6.176 0.4410
H -5.731 2.209 4.103 0.4244
S 5.726 -4.071 -0.760 -0.1830
C 5.876 1.895 1.819 -0.8405
C -0.327 -2.868 2.695 -0.3463
C 1.240 -3.851 0.610 -0.6169
C -5.156 2.561 3.256 -0.7973
C 1.430 0.454 3.653 0.0615
H -1.937 0.719 3.961 0.3866
C 3.580 -1.320 -6.839 -0.6064
C 0.828 0.205 -3.573 0.0927
Mn 0.518 1.279 -0.172 0.1599
C 3.918 -0.359 0.174 0.0746
H 1.263 -1.831 -0.124 0.0988
H 6.848 1.482 1.564 0.2998
C 1.807 0.951 4.890 -0.3858
H 2.536 0.704 -2.508 -0.2512
S 4.833 0.634 2.598 0.0239
C -0.890 0.772 4.228 -0.4488
H 6.005 2.687 2.556 0.3775
P -0.328 -0.265 1.673 0.4381
C -0.508 1.269 5.469 -0.6135
C 2.844 -0.169 -4.466 0.2740
C -3.791 0.081 -0.530 0.2084
N 0.642 -0.395 -4.762 0.3636
```

=====

Formula: C6H9NS
Source: the Open Molecules 2025 dataset
Level of theory: wB97M-V/def2-TZVPD

The energy above the lowest of the compared OMol25 structures with the same formula, charge and spin is 102.9 kcal/mol. Its total charge is 0. The orbital gap is 8.71 eV.

XYZ file:
```
17
Properties=species:S:1:pos:R:3:mulliken_charge:R:1
S 0.469 -1.141 -0.740 -0.2685
H -2.588 1.367 -0.502 0.2915
C -1.706 -0.054 0.708 -0.9319
H 2.966 -0.216 0.069 0.3583
C 0.852 -0.239 1.388 -0.9722
H 0.860 0.545 2.089 0.3942
H 0.695 -1.270 1.761 0.3188
C -0.303 0.007 0.299 0.9675
H -0.721 2.095 -0.562 0.0931
H -3.293 -0.420 -0.314 0.2751
H -1.780 -1.125 1.166 0.3942
H 2.058 1.949 -1.039 0.3046
C 1.399 1.286 -0.414 -0.4261
N -2.412 0.127 -0.533 -0.5525
C 1.795 -0.063 0.196 -0.1222
H -1.866 0.612 1.551 0.2756
C 0.139 1.369 -0.284 -0.3994
```

=====

Formula: C7H6F6FeN5O6S2
Source: the Open Molecules 2025 dataset
Level of theory: wB97M-V/def2-TZVPD

Its spin multiplicity is 6. The energy above the lowest of the compared OMol25 structures with the same formula, charge and spin is 0.0 kcal/mol. As for the expectation value of S²: 8.77. Its total charge is 0. The orbital gap (spin up / spin down) is 9.87 / 7.22 eV.

XYZ file:
```
33
Properties=species:S:1:pos:R:3:mulliken_charge:R:1
S -1.431 2.812 -1.802 0.9520
O -0.559 -2.393 -0.991 -0.4054
C 5.688 -0.574 -2.008 0.4660
F 1.103 2.905 0.668 -0.1939
H -2.047 -2.357 1.670 0.2946
C -1.411 -3.130 -0.266 0.6353
N -1.862 1.964 -0.516 -0.4198
S -0.955 1.259 0.486 0.9351
N 0.836 -1.927 1.575 -0.2448
F -2.597 4.510 -0.311 -0.2270
C 0.053 -3.115 1.909 -0.5667
N 4.681 -1.365 -2.277 -0.5008
C -2.722 4.092 -1.608 0.7167
Fe 0.777 -1.253 -0.486 0.5415
C 0.157 2.445 1.442 0.6811
N 6.596 0.040 -1.620 -0.4196
C -1.393 -3.118 1.232 -0.5943
F -2.568 5.092 -2.416 -0.1928
O -2.220 -3.748 -0.916 -0.5792
O 0.088 0.460 -0.217 -0.3487
N 2.486 -1.598 -1.242 -0.5742
H 0.633 -1.125 2.158 0.3100
C 3.561 -1.468 -1.781 0.7944
O -0.164 3.444 -1.598 -0.5897
H 0.568 -3.976 1.639 0.4512
H 1.777 -2.103 1.842 0.2836
F -0.439 3.463 1.999 -0.1996
H -1.948 -4.034 1.390 0.3610
H -0.155 -3.179 2.947 0.3477
O -1.645 0.576 1.553 -0.6806
F 0.716 1.667 2.393 -0.2260
O -1.697 2.157 -3.036 -0.5888
F -3.905 3.578 -1.812 -0.2184
```

=====

Formula: C6H7B
Source: the Open Molecules 2025 dataset
Level of theory: wB97M-V/def2-TZVPD

Its spin multiplicity is 3. The energy above the lowest of the compared OMol25 structures with the same formula, charge and spin is 99.2 kcal/mol. As for the expectation value of S²: 2.01. Its total charge is 0. The orbital gap (spin up / spin down) is 6.12 / 6.40 eV.

XYZ file:
```
14
Properties=species:S:1:pos:R:3:mulliken_charge:R:1
H -3.580 -0.970 0.184 0.3118
C -2.801 -0.273 -0.062 -0.9172
B 3.480 -0.461 0.295 -0.0501
C 2.169 -0.254 -0.147 -0.2552
C 0.154 1.374 -0.584 -0.9804
C -1.581 -0.454 0.484 -0.0749
H 2.086 -0.086 -1.192 0.2414
H 0.178 2.284 -1.084 0.3975
H -3.069 0.394 -0.884 0.2849
C -0.521 0.414 0.128 0.3863
H 1.128 1.087 1.436 0.2678
H 4.514 -0.867 0.746 0.0038
C 0.957 0.556 0.443 0.0935
H -1.499 -1.085 1.402 0.2908
```